No. 1
DFT (ωB97M-V with the def2-TZVPD basis set) results for C35H52AsEuOP3 as an isolated structure in a non-equilibrium geometry.

The geometry in XYZ format:
```
93
Properties=species:S:1:pos:R:3:mulliken_charge:R:1
H -2.75706 4.74647 3.59408 0.44
C -1.86940 -3.10976 -4.85817 -0.59
C 0.54359 -2.37170 5.50606 -0.80
P 1.37646 1.34320 0.98833 0.93
H 1.06873 -2.93625 6.27820 0.41
H -1.51442 -4.26296 1.36911 0.25
H -3.84599 -0.71206 -6.30166 0.45
H -1.34182 -3.15770 -2.72895 0.53
H 3.70439 0.11056 -3.52156 0.48
C -3.23124 -0.72369 -4.23855 -0.54
C 0.35784 -2.93395 4.23604 -0.39
H -3.88016 -0.05492 4.34617 0.38
C -1.85038 -2.62886 -3.54299 -0.43
H 3.45420 0.47420 1.89356 0.47
O -2.11242 -0.74679 -2.10013 0.19
H 2.20672 2.28797 3.04832 0.59
C -3.87852 3.33257 4.79422 -0.59
H -0.46383 4.18163 -3.46726 0.48
H 1.18406 -5.08828 0.03480 0.35
H -1.02472 4.49220 -0.29880 0.45
C 2.09464 -2.05308 -2.23566 -1.24
C -4.56581 -3.25466 2.51473 -0.73
H 2.16768 -0.77603 1.88326 0.18
C -3.62216 0.99485 4.19633 -0.03
H 0.82300 1.18841 3.36737 0.20
C 0.51921 -4.58117 0.74408 -0.58
H 0.20602 -0.64053 6.76325 0.44
H 2.99380 -2.07157 -1.60388 0.46
H -3.76500 0.18544 -3.95083 0.73
P -1.31517 2.60777 -1.81821 1.30
C -3.26731 -1.23462 -5.53816 -0.82
C -0.00345 3.44762 -2.79155 -1.28
H 1.91053 -0.79735 -4.82743 0.53
H 2.31893 -2.51338 -3.20802 0.44
H -2.41068 4.74547 -1.40913 0.47
H -3.98476 -0.24582 0.10292 0.68
H -3.59154 2.15732 -2.58695 0.40
C -2.71583 1.36032 3.19745 0.13
H 0.56229 2.71391 -3.38348 0.19
H 0.17910 -1.00397 -4.40913 0.19
C -0.84805 -0.95286 3.53640 0.46
H -2.41450 1.93014 -3.91886 0.47
C -0.81075 -4.76378 0.69618 -0.39
C -2.45105 -1.39672 -3.30450 0.65
H -4.32027 4.10278 5.42885 0.42
C 1.21344 1.96936 2.70091 -1.14
C -2.41994 2.71433 2.95456 -0.03
P 1.54318 -0.31478 -2.48667 1.08
C 0.05593 -1.09194 5.78082 -0.66
H 3.77906 0.36133 -1.74822 0.44
H 0.85054 0.63602 -4.61851 0.36
H -4.73189 -4.08479 3.20340 0.45
H -1.25395 -5.45709 -0.02786 0.34
H -2.86025 3.57904 -3.38762 0.61
Eu -0.74033 0.04243 -0.68564 0.01
C -2.67405 2.55005 -3.04934 -1.52
H -4.88533 1.69742 5.80000 0.44
C -0.63763 -0.37571 4.79672 -0.55
C -4.19503 1.98608 5.00601 -0.71
H 1.30736 -2.63910 -1.73582 0.21
H 3.17573 2.95750 1.01355 0.48
H -1.02865 0.61997 5.01801 0.46
C 3.17173 0.51661 -2.64985 -1.52
C -5.35960 -3.10796 1.37374 -0.64
H 3.02499 -0.37468 0.36856 0.22
H -2.92483 -2.45689 3.67606 0.45
C -5.14191 -2.03318 0.50128 -0.87
C 2.63250 0.03770 1.30855 -1.03
C 1.06899 -0.37867 -4.25826 -1.16
C -2.99876 3.69536 3.76642 -1.07
H 3.02204 1.59499 -2.79554 0.39
H 0.69019 3.96147 -2.11250 0.39
H -1.34222 -4.03577 -5.10148 0.45
H -5.76638 -1.91005 -0.38544 0.46
C -3.54214 -2.33355 2.78456 0.04
C -0.32093 -2.22167 3.24622 -0.17
H 1.77338 3.54776 0.06761 0.32
H -6.15313 -3.82762 1.16530 0.44
H 0.73431 -3.93510 4.01464 0.49
H -2.01267 0.33994 -2.20077 -0.04
C -3.31550 -1.27284 1.90060 0.43
H 0.52830 2.82494 2.72878 0.33
H 2.88903 2.35612 -0.65596 0.25
H -1.73620 2.98873 2.14626 0.38
H -0.46256 -2.67463 2.26108 -0.32
H -2.58303 -2.78674 -6.86823 0.44
C -2.56695 -2.40609 -5.84594 -0.65
C 2.40980 2.67700 0.27779 -1.20
H 1.00541 -3.92538 1.47353 0.17
As -1.82132 -0.00644 2.11167 0.92
C -1.88591 4.01110 -0.78219 -1.32
C -4.12869 -1.10670 0.76543 -0.54
H -2.56921 3.64476 -0.00389 0.38
```

As for the net charge: +3. Its multiplicity is 7. Its gap between HOMO and LUMO (spin up / spin down) is 4.596 / 6.587 eV. For the largest force on an atom, the calculation gives 4.27 eV Å⁻¹.

---

No. 2
DFT (ωB97M-V with the def2-TZVPD basis set) results for C35H52AsIrOP3 as an isolated structure in a non-equilibrium geometry.

The geometry in XYZ format:
```
93
Properties=species:S:1:pos:R:3:mulliken_charge:R:1
H -4.27150 2.49726 4.48665 0.51
C -0.25969 -0.56469 4.10945 0.13
H 2.33401 2.48757 2.98265 0.48
C -2.33332 3.24496 0.16507 -1.05
H -4.34913 -5.42951 1.45839 0.46
C 0.92281 -1.80147 2.37547 -0.69
H -2.65385 3.30684 -0.88108 0.39
H 2.98166 2.83135 -0.81385 0.32
C -0.33090 3.05179 2.15854 -0.89
H 4.72783 -1.32634 -4.78960 0.27
H 4.29927 -0.02991 1.42804 0.67
C 1.95412 -0.92625 -2.10278 -0.30
C 5.13775 -3.89286 -5.94576 -0.24
P 2.29250 1.22294 0.89525 1.36
C 3.20180 2.67639 0.24939 -1.52
C -1.14272 2.30484 -3.22095 -1.31
C -4.25450 0.10154 1.43405 -0.54
H 3.69693 0.91370 -4.39379 0.48
C -5.46573 1.54753 2.94789 -0.94
H 4.27909 -4.45218 -6.33429 0.33
C -3.04313 0.45452 2.05044 0.84
H -3.85253 -4.18333 3.56637 0.49
C -4.27185 1.84662 3.61157 -1.05
C -3.19832 -4.09355 0.20533 -0.50
C 1.69495 -1.88793 4.66866 -0.86
H -0.95361 -1.49830 -2.75378 0.19
C 3.51164 -2.32488 -3.31835 -0.14
C 2.37217 0.18787 -2.87841 0.13
H 0.54263 -0.74009 6.10260 0.49
C -3.73051 -4.53126 1.42461 -0.52
H 2.14139 -3.03444 -1.77578 0.49
C 1.82397 -2.27609 3.33175 -0.64
O 1.08507 -0.85325 -1.10412 -0.82
C -3.14686 0.68622 -1.80136 -1.05
C 2.51630 -2.20511 -2.36856 -0.64
H 3.95892 -0.04706 -0.33195 0.40
H -3.39430 -4.66081 -0.70758 0.49
As -1.34487 -0.39129 1.32285 0.42
C 3.51184 -0.12032 0.66719 -1.60
H 5.74543 -4.37861 -5.17273 0.34
H -0.22204 -0.39324 -3.94220 0.37
H -0.02614 2.13766 2.68180 -0.16
C 2.42677 1.42671 2.70902 -1.01
H -1.46885 3.22258 -2.71580 0.35
C -2.67973 -2.67201 2.55544 -0.15
Ir 0.16421 0.84779 -0.33007 1.77
H 3.42290 1.06785 3.01181 0.60
H -2.44471 4.24353 0.60902 0.62
H 3.01531 -1.09041 0.78273 0.09
H -6.40424 1.98381 3.29586 0.43
H 2.93326 3.57556 0.82004 0.46
C 3.37485 0.04300 -3.82524 -1.39
H -2.43863 -2.14194 3.48379 0.43
H 0.43744 3.81955 2.31454 0.54
C -3.05837 1.31251 3.15680 -0.15
H 2.62903 -2.95476 3.03665 0.49
H 1.28427 4.30670 -0.22402 0.30
H 1.67850 0.83025 3.24693 -0.06
H 0.00712 4.32647 -1.46687 0.28
C -0.10172 -0.92852 2.76619 0.52
H 1.00802 -2.11649 1.33228 0.61
H -1.98852 -0.66686 -3.95566 0.62
C 5.48480 -2.69643 -6.45229 -0.12
H -3.71019 1.30929 -2.51465 0.57
H -1.94907 -2.59605 -0.78028 0.37
H -2.98523 2.55236 0.70985 0.12
C -2.41206 -2.93258 0.15063 -0.08
H -0.08194 2.40848 -3.48637 0.25
H 2.39904 -2.26094 5.41538 0.45
C -2.21475 -2.19561 1.32519 0.13
H 4.27803 2.48301 0.36470 0.56
C -1.10316 -0.56785 -3.31319 -1.41
H 1.91971 1.16287 -2.70267 0.50
C 0.20263 4.27980 -0.38851 -1.16
C -5.45781 0.67447 1.85572 -0.60
H -3.46556 -0.36065 -1.91647 0.47
H 3.95883 -3.29598 -3.51910 0.44
H 0.87363 1.88156 -1.38595 -0.68
H -1.09240 0.06234 4.41700 0.19
H -6.38893 0.42994 1.34228 0.49
H 4.91194 -2.22202 -7.25817 0.36
C 0.65919 -1.03604 5.05684 -0.65
H -0.26147 5.14948 0.09906 0.51
H -2.13249 1.55724 3.67989 0.54
P -1.35766 0.82489 -2.16104 0.84
H -4.26976 -0.65291 0.63797 0.38
H -1.72773 2.16756 -4.14135 0.55
C -3.46250 -3.83214 2.60841 -0.77
C 3.95279 -1.20568 -4.03789 -0.01
P -0.56625 2.78890 0.35883 0.90
H 6.37892 -2.16961 -6.09372 0.36
H -1.26354 3.39968 2.62120 0.51
H -3.40056 1.00048 -0.78185 0.05
```

As for the net charge: +4. Its multiplicity is 6. Its gap between HOMO and LUMO (spin up / spin down) is 2.997 / 2.826 eV. For the largest force on an atom, the calculation gives 5.18 eV Å⁻¹. The energy above the lowest of the compared OMol25 structures with the same formula, charge and spin is 0.0 kJ/mol.

---

For each record above, in turn, the calculated molecular weight values are 808.608; 848.861 u.